Below is a structure of composition C23H24N5O3PbS6Sb, with properties calculated with wB97M-V/def2-TZVPD.

As for the lowest unoccupied orbital energy: 3.87 eV. For the HOMO-LUMO gap, the calculation gives 4.806 eV. The calculation puts the energy relative to the best compared isomer or geometry (same formula, charge and spin) at 18.0 kcal per mole. The spin multiplicity is 1. Its net charge is -2.

```
63
Properties=species:S:1:pos:R:3:mulliken_charge:R:1
Pb -0.8047 0.9525 1.0245 0.899
O 1.2101 4.9358 0.5774 -0.673
C 0.9509 3.7595 0.7772 0.017
N 0.0079 3.2069 1.5891 0.097
C -0.5719 3.9284 2.5897 -0.155
O -0.3779 5.0978 2.8888 -0.725
C -1.4689 3.0834 3.4765 0.303
C -1.9364 3.6113 4.6586 -0.490
C -2.6039 2.7581 5.5480 -0.186
C -2.8091 1.4506 5.2011 -0.646
C -2.4044 1.0099 3.9240 -0.308
N -1.6680 1.8036 3.1332 0.172
C 1.8119 2.7288 0.0538 0.371
C 2.5727 3.1113 -1.0445 -0.488
C 3.4074 2.1802 -1.6346 -0.320
C 3.4695 0.8973 -1.1052 -0.550
C 2.6655 0.6009 -0.0189 -0.281
N 1.8556 1.4924 0.5461 -0.193
H -1.7234 4.6461 4.8825 0.471
H -2.9302 3.1300 6.5129 0.357
H -3.3043 0.7535 5.8639 0.383
H -2.3606 -0.0485 3.7066 0.492
H 2.4907 4.1288 -1.4006 0.446
H 4.0055 2.4448 -2.4989 0.421
H 4.1067 0.1348 -1.5325 0.408
H 2.6521 -0.3928 0.4191 0.407
S -4.6287 1.0260 -2.7830 -0.782
Sb -3.8421 2.0699 -0.8817 0.268
S -1.4202 2.0114 -1.2755 -0.498
S -3.6467 0.1335 0.8049 -0.343
S -4.8314 0.6938 2.3663 -0.579
C -1.2338 -2.8648 0.5981 -0.540
S 0.0249 -2.4819 1.8372 0.883
O -0.5824 -2.7326 3.1701 -0.771
C 1.0682 -3.9315 1.5072 -0.098
C 1.8955 -3.9692 0.3926 -0.044
C 2.7585 -5.0425 0.2238 -0.616
C 2.7957 -6.0638 1.1647 -0.384
C 1.9549 -6.0221 2.2697 -0.487
C 1.0927 -4.9478 2.4462 -0.443
H -1.5178 -3.9134 0.6727 0.390
H -0.8196 -2.6287 -0.3842 0.102
H -2.0798 -2.2119 0.8203 0.156
H 1.8535 -3.1743 -0.3459 0.084
H 3.4110 -5.0731 -0.6403 0.407
H 3.4868 -6.8894 1.0423 0.348
H 1.9775 -6.8191 3.0031 0.352
H 0.4391 -4.8726 3.3073 0.461
S 0.8760 -1.9723 -2.6851 -0.472
C 0.2209 -0.8049 -3.7171 0.123
N 1.0636 -0.0706 -4.4870 -0.139
C 0.6372 1.0659 -5.2980 -0.664
C -0.6648 1.6096 -4.7405 -0.181
C -1.6593 0.4673 -4.6708 -0.126
N -1.0876 -0.6192 -3.8743 -0.057
H 2.0261 -0.1579 -4.2182 0.233
H 0.4910 0.7341 -6.3334 0.273
H 1.4260 1.8202 -5.2972 0.385
H -1.0520 2.4274 -5.3491 0.390
H -0.5010 1.9690 -3.7222 -0.164
H -1.8840 0.0890 -5.6764 0.317
H -2.6014 0.7807 -4.2021 -0.277
H -1.6893 -1.0397 -3.1823 0.262
```

***

Below is a cluster of 2 separate species, C23H24NO3 in total, with properties calculated with wB97M-V/def2-TZVPD.

As for the lowest unoccupied orbital energy: -5.09 eV. For the HOMO-LUMO gap, the calculation gives 6.334 eV. The calculation puts the energy relative to the best compared isomer or geometry (same formula, charge and spin) at 53.2 kcal per mole. The spin multiplicity is 1. Its net charge is +1.

```
51
Properties=species:S:1:pos:R:3:mulliken_charge:R:1
C 6.7763 -2.1127 -0.2769 -0.785
O 5.7063 -2.6194 0.5575 -0.431
C 4.4987 -1.9881 0.5376 0.871
C 3.4017 -2.6527 1.1472 -0.777
C 2.1329 -2.1149 1.0704 -0.427
C 1.9061 -0.8512 0.4744 -0.274
C 0.5692 -0.2776 0.3491 0.416
C -0.5450 -1.1323 0.1741 -0.307
C -1.8802 -0.7569 0.1605 -1.043
C -2.9911 -1.6920 0.1596 0.922
C -4.3168 -1.1888 0.2074 -0.343
C -5.4042 -2.0478 0.2983 -0.697
C -5.2104 -3.4377 0.3087 -0.381
C -3.9081 -3.9534 0.2263 -0.697
C -2.8095 -3.0993 0.1445 -0.362
C 0.4278 1.1770 0.4209 0.206
C 1.2765 1.9766 1.2409 -0.163
C 1.1110 3.3407 1.3387 -0.973
C 0.1085 3.9953 0.5738 0.849
O 0.0172 5.3469 0.6829 -0.439
C -0.8970 6.0392 -0.1984 -0.793
C -0.7284 3.2254 -0.2618 -0.735
C -0.5454 1.8560 -0.3290 -0.027
C 3.0210 -0.1755 -0.0707 -0.442
C 4.2899 -0.7261 -0.0743 -0.607
H 7.6178 -2.7703 -0.0567 0.253
H 6.5116 -2.1822 -1.3399 0.359
H 7.0304 -1.0765 -0.0211 0.311
H 3.5864 -3.6050 1.6409 0.438
H 1.2951 -2.6570 1.5073 0.491
H -0.3216 -2.1985 0.1140 0.548
H -2.1495 0.2737 0.3943 0.638
H -4.4525 -0.1043 0.1963 0.319
H -6.4119 -1.6364 0.3502 0.386
H -6.0610 -4.1164 0.3709 0.395
H -3.7427 -5.0330 0.2191 0.394
H -1.7972 -3.5109 0.0976 0.350
H 2.0703 1.4945 1.8161 0.596
H 1.7473 3.9358 1.9886 0.454
H -0.7979 7.0871 0.0806 0.255
H -0.6128 5.9002 -1.2504 0.355
H -1.9322 5.7056 -0.0468 0.316
H -1.5239 3.6834 -0.8550 0.445
H -1.1889 1.3102 -1.0108 0.058
H 2.8832 0.7930 -0.5479 0.518
H 5.1144 -0.1921 -0.5539 0.320
N -2.3935 0.1063 -2.6282 -0.595
O -3.0477 1.2487 -1.9863 -0.370
H -1.4305 0.4237 -2.7190 0.431
H -2.4124 -0.6189 -1.9135 0.459
H -3.5873 1.6087 -2.7084 0.316
```

***

Below is a structure of composition C23H25AsIN2O2Pt, with properties calculated with wB97M-V/def2-TZVPD.

As for the lowest unoccupied orbital energy: -3.66 eV. For the HOMO-LUMO gap, the calculation gives 7.351 eV. The calculation puts the energy relative to the best compared isomer or geometry (same formula, charge and spin) at 0.0 kcal per mole. The spin multiplicity is 1. Its net charge is +1.

```
55
Properties=species:S:1:pos:R:3:mulliken_charge:R:1
Pt -0.0733 0.0207 0.0670 0.545
C 1.2307 -2.7460 3.4839 -0.943
C 0.8132 -1.3618 3.8726 0.746
N 0.9935 -0.9799 5.1099 -0.618
C 0.6483 0.2741 5.4777 -1.034
C 0.1817 1.2126 4.6038 0.767
C -0.1821 2.5838 5.1154 -0.959
O 0.4640 3.6468 4.4208 -0.519
C -0.0172 0.8222 3.2474 -0.012
C -0.5234 1.8111 2.3356 -0.351
N -0.8332 1.6363 1.0932 -0.428
C -1.5021 2.7084 0.4195 0.517
C -2.3438 3.5858 1.0986 -0.059
C -2.9902 4.6124 0.4311 -0.842
C -2.8302 4.7762 -0.9372 -0.563
C -2.0170 3.9002 -1.6394 -0.712
C -1.3830 2.8842 -0.9492 0.239
I -0.1608 1.5660 -2.0140 0.143
C 0.2396 -0.4999 2.8873 0.476
O -0.0332 -1.0524 1.7164 -1.071
H 1.7019 -3.2282 4.3356 0.394
H 1.9321 -2.7112 2.6491 0.125
H 0.3729 -3.3396 3.1637 0.273
H 0.7770 0.5117 6.5266 0.361
H 0.0328 2.6289 6.1842 0.413
H -1.2526 2.7619 4.9963 0.340
H 1.3936 3.6610 4.6712 0.331
H -0.6484 2.8096 2.7430 1.158
H -2.5157 3.4477 2.1578 0.525
H -3.6362 5.2782 0.9859 0.399
H -3.3514 5.5636 -1.4630 0.397
H -1.8891 4.0064 -2.7078 0.364
C 2.1890 -1.7664 -2.3796 -1.123
As 0.7626 -1.8994 -1.0939 0.598
C 1.2554 -3.4296 -0.0513 -1.225
C -0.7539 -2.4764 -2.2005 -1.152
C -0.6698 -3.9086 -2.6422 0.228
C -1.1770 -4.9263 -1.8375 -0.180
C -1.0851 -6.2513 -2.2341 -0.649
C -0.4805 -6.5767 -3.4415 -0.445
C 0.0269 -5.5709 -4.2496 -0.713
C -0.0671 -4.2444 -3.8507 -0.211
H 2.2105 -2.6924 -2.9530 0.416
H 3.1379 -1.6331 -1.8635 0.398
H 2.0258 -0.9218 -3.0469 0.334
H 1.2762 -4.2887 -0.7199 0.491
H 0.5330 -3.5849 0.7453 0.282
H 2.2409 -3.2644 0.3790 0.461
H -0.7581 -1.7965 -3.0548 0.551
H -1.6506 -2.2841 -1.6124 0.538
H -1.6574 -4.6767 -0.8977 0.390
H -1.4883 -7.0312 -1.6021 0.400
H -0.4160 -7.6096 -3.7554 0.399
H 0.4908 -5.8166 -5.1956 0.390
H 0.3160 -3.4616 -4.4963 0.426
```

***

Below is a structure of composition C23H25BrCuN5O3S, with properties calculated with wB97M-V/def2-TZVPD.

As for the expectation value of S²: 0.75. As for the lowest unoccupied orbital energy (spin up / spin down): -3.53 / -3.56 eV. For the HOMO-LUMO gap (spin up / spin down), the calculation gives 7.362 / 7.333 eV. The calculation puts the energy relative to the best compared isomer or geometry (same formula, charge and spin) at 5.1 kcal per mole. The spin multiplicity is 2. Its net charge is +1.

```
59
Properties=species:S:1:pos:R:3:mulliken_charge:R:1
Cu -0.4064 0.3433 0.6689 -1.223
C -4.7178 0.2823 0.8287 -1.841
C -3.2714 0.6209 0.6770 1.409
N -2.3260 -0.1945 0.9535 0.960
N -2.5708 -1.4427 1.4443 -0.280
C -1.5503 -2.0861 2.0833 0.427
N -1.8556 -3.2734 2.6113 -0.332
S -0.0130 -1.4270 2.2013 -0.516
C -2.8024 1.9594 0.2351 0.340
C -3.6384 2.9121 -0.3141 -0.907
C -3.0957 4.1466 -0.6563 -0.525
C -1.7569 4.3830 -0.4216 -0.893
C -0.9826 3.3673 0.1319 -0.023
N -1.4944 2.1853 0.4408 0.192
H -4.9020 -0.1694 1.8063 0.456
H -5.3462 1.1639 0.7608 0.410
H -5.0342 -0.4215 0.0547 0.402
H -3.5217 -1.7789 1.4949 0.345
H -2.7906 -3.6454 2.6238 0.199
H -1.1362 -3.7781 3.1014 0.250
H -4.6858 2.7109 -0.4861 0.339
H -3.7229 4.9117 -1.0932 0.451
H -1.3026 5.3344 -0.6582 0.454
H 0.0672 3.5026 0.3439 0.440
O -0.7860 0.0382 -1.4569 -0.174
C 0.2050 0.3535 -2.4399 -0.260
C 0.9119 -0.8891 -2.9458 -0.910
C 1.5240 -1.7700 -1.8387 -0.524
C 0.6348 -2.8987 -1.3834 0.618
C 1.1258 -4.1907 -1.2147 -0.813
C 0.2753 -5.1938 -0.7875 -0.443
C -1.0561 -4.8901 -0.5396 -0.734
C -1.4659 -3.5842 -0.7228 -0.533
N -0.6473 -2.6099 -1.1241 -0.035
H -0.9178 -0.9381 -1.4832 0.639
H 0.9157 1.0446 -1.9882 -0.109
H -0.3052 0.8550 -3.2652 0.352
H 1.7085 -0.5540 -3.6123 0.463
H 0.2232 -1.4756 -3.5595 0.381
H 1.7707 -1.1482 -0.9720 0.001
H 2.4693 -2.1912 -2.1808 0.423
H 2.1654 -4.3992 -1.4278 0.429
H 0.6420 -6.2040 -0.6614 0.429
H -1.7606 -5.6470 -0.2248 0.452
H -2.5012 -3.3017 -0.5600 0.523
Br 2.7691 3.2925 -1.3099 -0.181
C 3.8630 2.6584 0.1107 0.379
C 5.2203 2.9275 0.0582 -0.618
C 6.0372 2.4866 1.0875 -0.493
C 5.4940 1.7945 2.1602 -0.695
C 4.1327 1.5433 2.2025 -0.340
C 3.3001 1.9671 1.1722 0.147
C 1.8285 1.6721 1.2657 0.484
O 1.1204 2.2176 2.0987 -0.526
O 1.4036 0.7795 0.4237 0.484
H 5.6300 3.4783 -0.7768 0.419
H 7.0984 2.6921 1.0509 0.386
H 6.1301 1.4571 2.9671 0.397
H 3.6977 1.0212 3.0454 0.448
```

***

Below is a structure of composition C23H25Cl5IrN4, with properties calculated with wB97M-V/def2-TZVPD.

As for the lowest unoccupied orbital energy: -2.54 eV. For the HOMO-LUMO gap, the calculation gives 8.704 eV. The calculation puts the energy relative to the best compared isomer or geometry (same formula, charge and spin) at 0.0 kcal per mole. The spin multiplicity is 1. Its net charge is +1.

```
58
Properties=species:S:1:pos:R:3:mulliken_charge:R:1
Ir 0.4640 -0.4147 0.6205 0.463
Cl 1.3828 1.4891 2.3414 -0.152
C 0.2244 2.2580 1.2610 0.973
C -0.3572 1.3748 0.3637 -1.736
C -1.3681 1.8820 -0.4514 0.789
Cl -2.2671 0.8502 -1.4910 -0.097
C -1.7227 3.2334 -0.3707 0.051
Cl -2.9754 3.8438 -1.3680 -0.158
C -1.0881 4.0931 0.5305 0.473
Cl -1.5299 5.7451 0.6189 -0.158
C -0.0995 3.5978 1.3770 -0.085
Cl 0.6867 4.5887 2.5290 -0.172
C 2.6931 -2.1324 0.6776 -1.100
N 2.9703 -1.9369 -0.7282 0.261
C 2.8373 -3.1326 -1.5620 -1.191
C 2.7708 -0.6926 -1.2537 0.269
N 1.9826 0.1451 -0.6189 -0.254
N 3.4052 -0.3730 -2.3977 0.223
C 3.0234 0.8084 -3.1537 -1.205
C 4.7077 -0.9325 -2.7504 -1.129
H 3.1809 -3.0465 1.0151 0.392
H 1.6087 -2.2939 0.8821 0.361
H 3.0818 -1.3026 1.2644 0.333
H 1.8772 -3.6164 -1.3633 0.330
H 3.6471 -3.8315 -1.3508 0.344
H 2.8629 -2.8617 -2.6125 0.423
H 2.0245 1.0974 -0.9521 0.216
H 3.5697 1.6972 -2.8230 0.358
H 1.9534 0.9921 -3.0707 0.422
H 3.2536 0.6374 -4.2039 0.346
H 5.0360 -1.6357 -1.9927 0.371
H 5.4389 -0.1247 -2.8148 0.392
H 4.6628 -1.4372 -3.7161 0.356
C -1.0137 -3.5072 -2.7603 -0.676
C -1.1724 -3.7816 -1.4111 -0.830
C -0.8032 -2.8352 -0.4613 -0.436
C -0.2672 -1.6014 -0.8272 0.445
C -0.1039 -1.3480 -2.1899 0.456
C -0.4769 -2.2841 -3.1431 -0.790
H -1.3079 -4.2336 -3.5060 0.429
H -1.5842 -4.7309 -1.0922 0.451
H -0.9246 -3.0876 0.5858 0.360
H 0.2834 -0.3934 -2.5263 0.150
H -0.3581 -2.0496 -4.1938 0.482
N -1.0785 -0.8326 2.1153 -0.481
C -2.5026 -0.6221 1.8591 0.475
C -3.3297 -1.6954 1.5816 -0.405
C -4.6726 -1.4721 1.3093 -0.738
C -5.1872 -0.1857 1.3387 -0.629
C -4.3599 0.8783 1.6685 -0.622
C -3.0172 0.6627 1.9342 -0.261
H -0.9432 -1.7787 2.4597 0.425
H -0.8130 -0.2210 2.8845 0.438
H -2.9408 -2.7063 1.5777 0.306
H -5.3165 -2.3110 1.0822 0.414
H -6.2341 -0.0147 1.1282 0.420
H -4.7598 1.8825 1.7235 0.437
H -2.3786 1.4912 2.2125 0.471
```

***

Below is a cluster of 2 separate species, C23H25ClF3N3O3 in total, with properties calculated with wB97M-V/def2-TZVPD.

As for the lowest unoccupied orbital energy: 0.43 eV. The SMILES is CC(=O)N1CCc2c1ccc(Cl)c2C(F)(F)F.CNC(=O)[C@H](Cc1ccccc1)NC(C)=O. For the HOMO-LUMO gap, the calculation gives 9.012 eV. The spin multiplicity is 1.

```
58
Properties=species:S:1:pos:R:3:mulliken_charge:R:1
O -6.4836 -3.8767 1.6654 -0.615
O 4.6514 -2.2519 -2.1167 -0.690
O 4.2075 0.8608 -5.1325 -0.664
F -0.7670 0.9644 1.7043 -0.195
F -0.0188 -0.4154 3.2854 -0.230
F -1.6947 0.9041 3.6854 -0.286
Cl 0.1549 -1.8738 0.7431 -0.156
C -6.6035 -2.8292 2.2842 0.796
C 4.6442 -1.1356 -2.6121 0.668
C 3.2830 1.2762 -4.4492 0.231
C 2.8975 1.6748 2.1429 -0.440
C 2.0901 2.4616 1.3038 -0.598
C 4.0231 1.0157 1.6182 -0.853
C -2.3239 -2.9325 0.7683 -0.772
C -3.6686 -3.0221 1.1241 -0.677
C 2.4047 2.5851 -0.0608 -0.304
C 4.3416 1.1433 0.2549 -0.197
C -1.5152 -1.9131 1.2751 0.584
C -4.2299 -2.0772 1.9895 -0.452
C -2.0479 -0.9564 2.1709 -0.122
C -3.4283 -1.0543 2.4991 0.868
C 3.5303 1.9251 -0.5892 0.475
N 2.3777 2.0676 -5.0362 -0.174
N -5.5392 -1.9434 2.4720 0.243
N 3.5361 -0.3980 -2.4972 0.024
C -7.9847 -2.5294 2.8552 -1.232
C 5.9061 -0.6447 -3.2906 -0.960
C -1.1270 0.1341 2.7193 0.487
C 1.2058 2.7071 -4.4359 -0.766
C -4.2572 -0.1713 3.3886 -0.600
C -5.6777 -0.7198 3.2544 -0.836
C 3.8494 2.0402 -2.0662 -0.976
C 3.1743 0.9655 -2.9368 -0.091
H 2.6484 1.5697 3.1900 0.416
H 1.2223 2.9641 1.7080 0.404
H 4.6400 0.4042 2.2618 0.406
H -1.8968 -3.6634 0.0879 0.457
H -4.2662 -3.8279 0.7111 0.482
H 1.7772 3.1869 -0.7009 0.324
H 5.2034 0.6275 -0.1446 0.375
H 2.5476 2.2277 -6.0182 0.307
H 2.8221 -0.8825 -1.9772 0.147
H -8.6947 -3.3036 2.5503 0.327
H -8.3433 -1.5657 2.4865 0.318
H -7.9425 -2.5073 3.9465 0.304
H 5.9957 0.4334 -3.2340 0.255
H 6.7641 -1.1048 -2.8047 0.334
H 5.8779 -0.9497 -4.3348 0.274
H 0.7185 3.3457 -5.1749 0.334
H 1.5018 3.3268 -3.5877 0.195
H 0.4903 1.9506 -4.1072 0.286
H -4.2131 0.8739 3.0672 0.356
H -3.9144 -0.2421 4.4257 0.294
H -6.3161 0.0011 2.7321 0.311
H -6.0996 -0.9174 4.2456 0.345
H 3.5239 3.0230 -2.4078 0.595
H 4.9288 2.0085 -2.1974 0.327
H 2.1140 1.0408 -2.7040 0.335
```

***

no.,total energy (Ha),strongest force on any atom (eV/Å)
1,-4212.7811,1.3
2,-1170.9736,1.8
3,-3804.0250,0.7
4,-6003.4945,0.3
5,-3515.5617,0.4
6,-2041.2834,2.3